1.
Density functional theory data (wB97M-V/def2-TZVPD) for a structure of composition C6H8O4Y in a non-equilibrium geometry.

Each line ends with the Mulliken charge.
Element x y z (Å)
O 2.199 0.323 -0.961  -0.51
C 2.723 0.127 0.107  0.71
C 3.778 0.079 0.885  -0.71
H -0.089 -0.612 1.239  0.10
H 4.565 0.822 0.743  0.30
H 4.088 -0.883 1.294  0.29
O -0.708 2.071 -1.663  -0.73
C -1.443 2.360 -0.615  0.06
C -1.816 1.445 0.313  -0.34
O -1.648 0.135 -0.125  -0.39
C -1.209 -0.918 0.692  -0.29
C -1.068 -2.066 -0.305  -0.31
O -0.335 -1.717 -1.425  -0.69
Y -0.060 0.196 -1.914  1.73
H -1.720 3.410 -0.447  0.39
H -2.583 1.589 1.073  0.32
H -1.918 -1.126 1.506  0.44
H -2.098 -2.306 -0.651  0.30
H -0.657 -2.929 0.255  0.32

As for the multiplicity: 1. The total energy comes out at -15576.97198 eV. Its net charge is +1. For the molecular weight, the calculation gives 233.032 g/mol. The HOMO-LUMO gap comes out at 7.7 eV.


2.
Density functional theory data (wB97M-V/def2-TZVPD) for a cluster of 7 separate species, C13H39NO9S in total.

Each line ends with the Mulliken charge.
Element x y z (Å)
C 1.417 -3.212 0.313  -1.76
C 1.673 -1.778 -0.112  0.92
C 3.108 -1.329 0.159  -0.93
C 3.399 -0.008 -0.566  -0.76
S 2.252 1.233 -0.049  1.12
O 2.229 2.302 -1.002  -0.81
O 2.462 1.543 1.322  -0.70
O 0.885 0.502 -0.249  -0.05
C 0.733 -0.752 0.509  -0.30
C -0.745 -1.052 0.515  -0.82
C -1.390 -1.150 -0.874  -0.77
N -2.856 -1.205 -0.792  -0.67
H 1.617 -3.382 1.372  0.33
H 2.073 -3.864 -0.260  0.39
H 0.396 -3.505 0.082  0.42
H 1.527 -1.714 -1.196  0.14
H 3.829 -2.067 -0.189  0.34
H 3.242 -1.173 1.231  0.39
H 3.228 -0.109 -1.637  0.44
H 4.396 0.370 -0.359  0.45
H 1.056 -0.531 1.529  0.51
H -1.234 -0.219 1.021  0.23
H -0.972 -1.949 1.089  0.55
H -1.130 -0.265 -1.448  0.38
H -1.028 -2.043 -1.386  0.29
H -3.106 -1.931 -0.127  0.26
H -3.147 -0.336 -0.356  0.32
C -2.518 1.859 3.314  -0.61
O -2.955 1.084 2.198  -0.44
H -2.309 1.169 4.129  0.27
H -1.614 2.420 3.075  0.22
H -3.292 2.560 3.627  0.26
H -3.151 1.700 1.485  0.26
C -2.218 5.067 0.983  -0.28
O -2.690 4.844 2.310  -0.48
H -2.075 4.093 0.519  -0.16
H -2.936 5.640 0.391  0.33
H -1.255 5.585 0.982  0.31
H -2.798 5.697 2.737  0.27
C -5.730 -3.095 1.476  -0.61
O -4.663 -2.157 1.441  -0.39
H -5.491 -3.878 0.761  0.23
H -5.840 -3.546 2.466  0.25
H -6.679 -2.637 1.186  0.28
H -4.856 -1.447 2.061  0.25
C 4.009 -6.482 0.204  -0.57
O 3.454 -5.758 -0.888  -0.48
H 4.659 -5.796 0.743  0.21
H 3.235 -6.839 0.887  0.27
H 4.605 -7.332 -0.137  0.29
H 2.878 -6.352 -1.378  0.27
C 3.747 2.984 -4.102  -0.58
O 2.782 1.987 -3.816  -0.49
H 4.133 2.787 -5.101  0.25
H 3.311 3.987 -4.092  0.25
H 4.582 2.956 -3.395  0.25
H 2.441 2.157 -2.929  0.38
C -0.893 4.330 -1.815  -0.81
O -0.646 3.163 -1.050  -0.30
H -1.954 4.560 -1.731  0.25
H -0.321 5.188 -1.446  0.32
H -0.659 4.179 -2.873  0.35
H 0.293 2.954 -1.125  0.28

The energy above the lowest of the compared OMol25 structures with the same formula, charge and spin comes out at 0.0 kcal/mol. The structure (SMILES) is C[C@@H]1CCS(=O)(=O)O[C@H]1CCN.CO.CO.CO.CO.CO.CO. As for the multiplicity: 1. The total energy comes out at -44864.03940 eV. For the molecular weight, the calculation gives 385.520 g/mol. The HOMO-LUMO gap comes out at 9.4 eV.


3.
Density functional theory data (wB97M-V/def2-TZVPD) for a structure of composition C8H12F24Li2N4O22S8 in a non-equilibrium geometry.

Each line ends with the Mulliken charge.
Element x y z (Å)
Li -3.210 -1.137 -0.357  0.96
Li -1.035 -0.340 -1.621  0.85
C 0.213 -0.993 1.183  0.46
F 0.928 -1.049 2.273  -0.19
F 0.868 -0.509 0.139  -0.17
F -0.227 -2.234 0.884  -0.07
S -1.333 0.007 1.526  1.37
O -2.294 -0.899 2.074  -0.83
O -0.874 1.083 2.335  -0.78
N -1.856 0.361 -0.053  -0.09
S -2.340 1.923 0.098  0.38
O -3.278 2.193 1.138  -0.89
O -1.223 2.773 -0.106  -0.15
C -3.258 2.257 -1.506  0.34
F -3.942 3.368 -1.323  -0.22
F -2.361 2.461 -2.468  -0.13
F -4.103 1.283 -1.881  -0.19
C 4.663 5.341 -3.686  0.68
F 4.863 6.441 -4.425  -0.23
F 3.644 4.661 -4.235  -0.23
F 5.752 4.574 -3.725  -0.25
S 4.208 5.816 -1.955  0.90
O 5.314 6.579 -1.473  -0.67
O 2.971 6.491 -2.104  -0.58
N 4.255 4.325 -1.278  -0.55
S 2.793 4.036 -0.712  1.13
O 2.403 4.876 0.372  -0.65
O 1.824 3.784 -1.761  -0.38
C 2.966 2.334 -0.030  0.54
F 3.924 2.218 0.875  -0.23
F 1.807 2.019 0.564  -0.19
F 3.148 1.454 -1.025  -0.23
C 0.721 -5.088 3.234  0.66
F 1.086 -6.084 2.415  -0.26
F -0.129 -4.299 2.579  -0.20
F 0.095 -5.617 4.279  -0.24
S 2.208 -4.120 3.744  1.12
O 2.705 -3.502 2.556  -0.60
O 1.759 -3.227 4.752  -0.65
N 3.101 -5.370 4.328  -0.49
S 4.239 -4.663 5.183  1.05
O 4.852 -3.526 4.547  -0.65
O 3.928 -4.479 6.578  -0.66
C 5.605 -5.885 5.162  0.62
F 6.665 -5.447 5.822  -0.21
F 5.183 -7.063 5.654  -0.25
F 6.000 -6.130 3.901  -0.25
C -0.803 -4.341 -1.626  0.71
F -1.978 -4.489 -1.022  -0.22
F 0.158 -4.364 -0.728  -0.18
F -0.629 -5.314 -2.502  -0.22
S -0.732 -2.684 -2.546  0.90
O 0.402 -2.029 -1.950  -0.57
O -0.620 -2.936 -3.932  -0.60
N -2.169 -1.851 -2.069  -0.37
S -3.336 -2.463 -3.006  0.92
O -3.198 -3.825 -3.383  -0.57
O -4.556 -2.072 -2.352  -0.76
C -3.404 -1.401 -4.529  0.61
F -3.435 -0.123 -4.117  -0.22
F -2.382 -1.545 -5.352  -0.20
F -4.524 -1.662 -5.171  -0.22
O -4.914 2.257 3.513  -0.65
H -5.594 1.578 3.505  0.30
H -4.418 2.131 2.688  0.53
O -0.300 0.415 -3.251  -0.24
H -0.707 0.858 -4.001  0.14
H 0.632 0.318 -3.477  0.16
O -4.876 -0.187 0.181  -0.42
H -5.694 -0.084 -0.316  0.20
H -5.143 -0.374 1.088  0.20
O -0.655 4.790 -3.286  -0.76
H -0.900 3.863 -3.303  0.35
H 0.314 4.796 -3.254  0.35
O -2.455 1.103 4.887  -0.64
H -1.984 1.381 4.093  0.34
H -3.327 1.507 4.793  0.36
O -0.853 5.591 -0.591  -0.66
H -0.518 4.925 0.015  0.29
H -0.631 5.236 -1.467  0.40

The energy above the lowest of the compared OMol25 structures with the same formula, charge and spin comes out at 0.0 kcal/mol. As for the multiplicity: 1. The total energy comes out at -211811.55903 eV. Its net charge is -2. For the molecular weight, the calculation gives 1242.560 g/mol. The HOMO-LUMO gap comes out at 7.4 eV.


4.
Density functional theory data (wB97M-V/def2-TZVPD) for the molecule C5H10O2 in a non-equilibrium geometry.

Each line ends with the Mulliken charge.
Element x y z (Å)
C -2.236 -0.969 0.781  -1.12
C -1.058 -0.110 0.450  -0.39
C 0.195 -0.702 0.109  0.23
O 0.403 -0.978 -1.288  -0.51
C 1.376 0.417 0.454  -0.81
C 1.137 1.481 -0.460  -0.16
O 1.731 1.444 -1.658  -0.45
H -2.975 -0.466 1.416  0.33
H -1.911 -1.883 1.302  0.31
H -2.772 -1.322 -0.116  0.26
H -1.173 0.969 0.429  0.34
H 0.374 -1.653 0.654  0.21
H 1.288 -1.357 -1.397  0.32
H 1.312 0.706 1.500  0.31
H 2.321 -0.094 0.246  0.36
H 0.635 2.403 -0.181  0.43
H 1.354 2.114 -2.241  0.34

The energy above the lowest of the compared OMol25 structures with the same formula, charge and spin comes out at 114.9 kcal/mol. As for the multiplicity: 1. The total energy comes out at -9438.06016 eV. For the molecular weight, the calculation gives 102.133 g/mol. The HOMO-LUMO gap (spin up / spin down) comes out at 6.9 / 8.7 eV.